1.
This record from the Open Molecules 2025 dataset describes 2 unconnected molecules or ions with the total composition C5H12O at a distorted geometry. The level of theory is the ωB97M-V functional and the def2-TZVPD basis.

Structure (XYZ):
```
18
Properties=species:S:1:pos:R:3:lowdin_charge:R:1
C -0.44332 1.53734 -0.75952 0.03
C -0.43117 0.51040 0.10743 -0.37
C 0.80049 0.23855 0.92923 -0.08
C -1.49840 -1.85107 -0.05536 -0.11
C -1.69854 -0.33246 0.15560 -0.24
H 0.51146 2.06553 -0.86262 0.05
H -1.26633 1.83953 -1.41720 0.06
H 1.63573 0.91666 0.68601 0.04
H 1.15968 -0.80185 0.85750 0.08
H 0.48275 0.43023 1.96793 0.09
H -0.88789 -1.90138 -0.97261 0.08
H -2.41292 -2.44848 -0.20823 0.07
H -0.92323 -2.29443 0.77483 0.07
H -2.44999 0.01129 -0.58102 0.11
H -2.12125 -0.17430 1.16642 0.11
O 2.87457 0.74638 -0.85502 -0.10
H 3.10914 1.45531 -0.21420 0.06
H 3.55922 0.05279 -0.71919 0.07
```

Values from the calculation:
**SMILES**: C=C(C)CC.O
**Orbital gap**: 0.35374 Eh
**Energy relative to the best compared isomer or geometry (same formula, charge and spin)**: 30.95 kcal per mole
**Net charge**: 0
**E_tot**: -7425.9692 eV
**F_max**: 2.32 eV/A

---

2.
This record from the Open Molecules 2025 dataset describes C5H12O in the gas phase. The level of theory is the ωB97M-V functional and the def2-TZVPD basis.

Structure (XYZ):
```
18
Properties=species:S:1:pos:R:3:lowdin_charge:R:1
C -1.20475 0.72051 -1.06964 -0.08
C -0.56924 -0.35680 -0.18779 -0.46
C -1.62634 -0.98823 0.72064 -0.09
C 0.59670 0.19807 0.64243 -0.17
C 1.85834 0.56601 -0.16603 -0.27
O 3.03933 0.01893 0.39454 -0.08
H -0.47492 1.16745 -1.75495 0.07
H -1.61689 1.52233 -0.44195 0.08
H -2.02614 0.31486 -1.67403 0.08
H -0.16417 -1.14899 -0.83903 0.13
H -2.05510 -0.24034 1.40076 0.08
H -1.19946 -1.78845 1.33628 0.08
H -2.44930 -1.41597 0.13573 0.08
H 0.23849 1.05426 1.23391 0.12
H 0.89889 -0.56615 1.37153 0.11
H 2.03051 1.64666 -0.18680 0.12
H 1.74403 0.23730 -1.21369 0.11
H 2.97999 -0.94146 0.29809 0.09
```

Values from the calculation:
**SMILES**: CC(C)CCO
**Orbital gap**: 0.41210 Eh
**Energy relative to the best compared isomer or geometry (same formula, charge and spin)**: 8.52 kcal per mole
**Net charge**: 0
**E_tot**: -7426.9421 eV
**F_max**: 0.44 eV/A

---

3.
This record from the Open Molecules 2025 dataset describes 2 unconnected molecules or ions with the total composition C5H12O2 at a distorted geometry. The level of theory is the ωB97M-V functional and the def2-TZVPD basis.

Structure (XYZ):
```
19
Properties=species:S:1:pos:R:3:lowdin_charge:R:1
C -0.53710 -2.02134 -1.82467 -0.11
C -0.08582 -0.62078 -1.41334 -0.22
C -0.61269 -0.24103 -0.02779 -0.42
O -0.13665 -1.12987 0.97144 -0.04
C -0.40213 1.21126 0.35624 -0.16
C -0.38146 1.58466 1.64046 -0.01
O 1.92794 1.26065 1.75329 -0.09
H -0.11832 -2.31149 -2.79379 0.07
H -0.22418 -2.75637 -1.07691 0.07
H -1.63068 -2.07165 -1.90161 0.08
H -0.43528 0.12085 -2.14430 0.11
H 1.01304 -0.56141 -1.40925 0.12
H -1.69870 -0.39583 -0.02639 0.15
H 0.80929 -0.96178 1.09891 0.09
H -0.39783 1.96217 -0.43196 0.11
H 1.40653 1.29251 0.91594 0.01
H -0.43079 0.84949 2.43888 0.09
H -0.27436 2.62073 1.95362 0.08
H 2.20920 2.16924 1.92123 0.05
```

Values from the calculation:
**SMILES**: C=C[C@H](O)CC.O
**Orbital gap**: 0.37242 Eh
**Energy relative to the best compared isomer or geometry (same formula, charge and spin)**: 46.17 kcal per mole
**Net charge**: 0
**E_tot**: -9473.1335 eV
**F_max**: 1.35 eV/A

---

4.
This record from the Open Molecules 2025 dataset describes 2 unconnected molecules or ions with the total composition C5H12O2. The level of theory is the ωB97M-V functional and the def2-TZVPD basis.

Structure (XYZ):
```
19
Properties=species:S:1:pos:R:3:lowdin_charge:R:1
C -0.71289 2.18758 -1.83686 -0.15
O -0.59879 0.78875 -1.66229 -0.15
C -0.39123 0.32339 1.23284 0.03
C 0.40995 -0.66428 0.82631 -0.36
C 1.90392 -0.62707 1.00611 -0.06
C -0.17317 -1.89711 0.15313 -0.24
O -1.48018 -1.72547 -0.33266 -0.06
H 0.08563 2.72879 -1.31140 0.08
H -0.61894 2.40184 -2.90350 0.08
H -1.67976 2.57828 -1.48854 0.08
H -0.00144 1.23411 1.68233 0.08
H -1.46687 0.24044 1.10108 0.08
H -0.16255 0.63645 -0.81170 0.01
H 2.43017 -1.01499 0.12555 0.08
H 2.19870 -1.24800 1.85975 0.09
H 2.25471 0.39189 1.19829 0.08
H 0.51429 -2.23542 -0.64078 0.12
H -0.21991 -2.70968 0.88931 0.13
H -1.45666 -1.02440 -1.00654 0.07
```

Values from the calculation:
**SMILES**: C=C(C)CO.CO
**Orbital gap**: 0.38809 Eh
**Energy relative to the best compared isomer or geometry (same formula, charge and spin)**: 40.21 kcal per mole
**Net charge**: 0
**E_tot**: -9473.3919 eV
**F_max**: 0.39 eV/A

---

5.
This record from the Open Molecules 2025 dataset describes 2 unconnected molecules or ions with the total composition C5H12O2. The level of theory is the ωB97M-V functional and the def2-TZVPD basis.

Structure (XYZ):
```
19
Properties=species:S:1:pos:R:3:lowdin_charge:R:1
C 2.34616 0.00536 1.21643 -0.11
C 1.01868 0.62479 0.75286 -0.20
C 0.46492 -0.17375 -0.46013 -0.39
O 0.14090 -1.48632 -0.04260 -0.05
C -1.77532 0.71508 -0.10576 -0.26
C -0.78381 0.37579 -1.19353 -0.12
O -2.11852 -0.09530 0.73285 0.00
H 2.21943 -1.03645 1.52996 0.07
H 3.09042 0.01790 0.41197 0.07
H 2.77875 0.55328 2.06022 0.07
H 0.32546 0.60998 1.61106 0.11
H 1.17889 1.68755 0.51578 0.12
H 1.27846 -0.26504 -1.19391 0.15
H -0.62615 -1.40411 0.55285 0.08
H -1.99394 1.79481 0.04835 0.13
H -1.11202 -0.44007 -1.85291 0.09
H -3.04613 -1.35468 -1.63328 0.07
H -0.64871 1.25424 -1.82673 0.11
H -2.76286 -1.44466 -0.95774 0.05
```

Values from the calculation:
**SMILES**: CC[C@@H](O)CC=O.[H][H]
**Orbital gap**: 0.39291 Eh
**Energy relative to the best compared isomer or geometry (same formula, charge and spin)**: 48.10 kcal per mole
**Net charge**: 0
**E_tot**: -9473.0497 eV
**F_max**: 0.92 eV/A

---

6.
This record from the Open Molecules 2025 dataset describes 3 unconnected molecules or ions with the total composition C5H12O2 at a distorted geometry. The level of theory is the ωB97M-V functional and the def2-TZVPD basis.

Structure (XYZ):
```
19
Properties=species:S:1:pos:R:3:lowdin_charge:R:1
C -0.47554 3.10005 -2.38686 0.00
C -0.10952 1.84476 -2.09981 -0.19
C 0.92397 1.54890 -1.11196 -0.15
C 1.59801 0.40679 -1.10190 -0.16
C 2.77891 0.11943 -0.24015 -0.11
H -1.08225 3.10381 -3.28037 0.04
H -0.44669 3.97758 -1.78644 0.05
H -0.62990 1.04750 -2.61715 0.10
H 1.18245 2.32133 -0.39990 0.11
H 1.22729 -0.42302 -1.68693 0.10
H 2.50264 -0.11582 0.79241 0.08
H 3.57654 0.85007 -0.14756 0.07
H 3.29891 -0.76947 -0.57896 0.06
H -3.16254 -4.20706 4.02233 0.04
H -2.49792 -4.67651 2.72312 0.04
O -3.16431 -4.07127 3.06322 -0.05
H -1.84635 -0.60139 2.25682 0.04
H -1.88459 -1.96520 2.70932 0.01
O -1.78911 -1.49046 1.87078 -0.08
```

Values from the calculation:
**SMILES**: C=C/C=C/C.O.O
**Orbital gap**: 0.33427 Eh
**Energy relative to the best compared isomer or geometry (same formula, charge and spin)**: 54.53 kcal per mole
**Net charge**: 0
**E_tot**: -9472.7711 eV
**F_max**: 2.28 eV/A

---

7.
This record from the Open Molecules 2025 dataset describes 3 unconnected molecules or ions with the total composition C5H12O2 at a distorted geometry. The level of theory is the ωB97M-V functional and the def2-TZVPD basis.

Structure (XYZ):
```
19
Properties=species:S:1:pos:R:3:lowdin_charge:R:1
C -0.27853 0.74589 -2.14275 -0.05
C -0.06448 -0.33529 -1.15473 -0.37
C -0.87452 -0.54409 -0.07910 0.03
C 0.34303 -2.61530 -1.17711 -0.01
C 0.92656 -1.41863 -1.29925 -0.13
H 0.62484 0.99216 -2.44848 0.01
H -0.66896 1.71938 -1.58741 0.13
H -0.92656 0.39915 -2.94701 0.09
H -1.31999 0.14424 0.67047 0.07
H -0.62642 -1.31274 0.53040 0.01
H -0.71017 -2.70208 -1.28512 0.05
H 0.82841 -3.64440 -1.14296 0.08
H 1.95752 -1.19601 -1.39762 0.10
H -1.44615 0.95833 3.06028 0.07
H -0.88936 0.85757 4.45509 -0.03
O -1.25305 0.31842 3.82572 -0.05
H 0.80948 2.17126 1.65146 0.00
H 2.26259 2.69670 1.35747 0.06
O 1.30575 2.76543 1.11064 -0.07
```

Values from the calculation:
**SMILES**: C=CC(=C)C.O.O
**Orbital gap**: 0.33619 Eh
**Energy relative to the best compared isomer or geometry (same formula, charge and spin)**: 89.94 kcal per mole
**Net charge**: 0
**E_tot**: -9471.2355 eV
**F_max**: 4.95 eV/A

---

8.
This record from the Open Molecules 2025 dataset describes 2 unconnected molecules or ions with the total composition C5H12O2 at a distorted geometry. The level of theory is the ωB97M-V functional and the def2-TZVPD basis.

Structure (XYZ):
```
19
Properties=species:S:1:pos:R:3:lowdin_charge:R:1
O 1.18629 -0.39965 2.65451 0.06
C 1.76181 -0.09554 1.64550 -0.27
C 1.16566 0.34076 0.34136 -0.16
C -0.33395 0.51935 0.39511 -0.22
C -1.27288 -0.70705 0.66482 -0.24
C -0.96252 -1.81773 -0.31883 -0.13
H 2.86901 -0.16278 1.64212 0.12
H 1.56758 1.24734 -0.10519 0.12
H 1.46171 -0.50200 -0.29735 0.12
H -0.65808 1.37041 0.99250 0.12
H -0.65919 0.73338 -0.63142 0.08
H -1.07009 -1.09291 1.66603 0.09
H -2.32570 -0.43309 0.66342 0.10
H -0.54417 -1.45999 -1.27217 0.07
H -0.10218 -2.42651 -0.01254 0.07
H -1.74128 -2.51868 -0.61256 0.07
H 0.10554 2.21783 -3.19049 0.04
H -0.65069 2.56007 -1.89595 0.02
O 0.20312 2.62680 -2.32887 -0.05
```

Values from the calculation:
**SMILES**: CCCCC=O.O
**Orbital gap**: 0.37995 Eh
**Energy relative to the best compared isomer or geometry (same formula, charge and spin)**: 29.28 kcal per mole
**Net charge**: 0
**E_tot**: -9473.8661 eV
**F_max**: 2.48 eV/A

---

9.
This record from the Open Molecules 2025 dataset describes C5H12O2 in the gas phase. The level of theory is the ωB97M-V functional and the def2-TZVPD basis.

Structure (XYZ):
```
19
Properties=species:S:1:pos:R:3:lowdin_charge:R:1
C 0.20651 0.89798 2.33278 -0.10
C 0.10835 -0.08790 1.17792 -0.21
C -0.67561 0.43318 -0.02356 -0.40
O 0.00921 1.58970 -0.49540 -0.04
C -0.85016 -0.59627 -1.14867 -0.14
C 0.43327 -0.99759 -1.87593 -0.26
O 1.40782 -1.61295 -1.05293 -0.07
H 0.83930 0.47935 3.12267 0.07
H 0.65909 1.83245 1.98908 0.07
H -0.77387 1.12433 2.76530 0.07
H -0.34651 -1.03259 1.49969 0.12
H 1.12541 -0.32800 0.86477 0.09
H -1.68168 0.71788 0.33272 0.14
H -0.53898 2.00221 -1.17494 0.10
H -1.52975 -0.17455 -1.90675 0.12
H -1.34922 -1.48810 -0.74972 0.12
H 0.85627 -0.11712 -2.37748 0.12
H 0.18950 -1.73620 -2.64610 0.12
H 1.91103 -0.90581 -0.63343 0.07
```

Values from the calculation:
**SMILES**: CC[C@@H](O)CCO
**Orbital gap**: 0.39486 Eh
**Energy relative to the best compared isomer or geometry (same formula, charge and spin)**: 20.17 kcal per mole
**Net charge**: 0
**E_tot**: -9474.2611 eV
**F_max**: 0.37 eV/A

---

10.
This record from the Open Molecules 2025 dataset describes 3 unconnected molecules or ions with the total composition C5H12O2 at a distorted geometry. The level of theory is the ωB97M-V functional and the def2-TZVPD basis.

Structure (XYZ):
```
19
Properties=species:S:1:pos:R:3:lowdin_charge:R:1
C 0.35630 -0.75254 1.36201 -0.19
C 0.72799 -1.35743 0.24699 0.00
C -0.85996 0.10910 1.52601 -0.23
C -1.96964 0.01099 0.52583 -0.20
C -2.67645 -1.08952 0.30197 0.00
H 0.92290 -0.94406 2.25990 0.10
H 1.59250 -2.00847 0.22225 0.05
H 0.26114 -1.30238 -0.73147 0.05
H -1.26862 0.00657 2.52396 0.11
H -0.49580 1.14287 1.60395 0.10
H -2.23156 0.89658 -0.03641 0.09
H -3.43148 -1.04507 -0.48432 0.06
H -2.41520 -2.03252 0.77744 0.07
H 0.70320 0.17357 -3.42746 0.03
H 2.02567 0.60994 -4.10901 0.03
O 1.07526 0.56211 -4.24132 -0.07
H 2.09351 2.28461 1.18444 0.03
H 2.81296 2.73024 -0.06902 0.03
O 2.77729 2.00542 0.56425 -0.06
```

Values from the calculation:
**SMILES**: C=CCC=C.O.O
**Orbital gap**: 0.36786 Eh
**Energy relative to the best compared isomer or geometry (same formula, charge and spin)**: 53.38 kcal per mole
**Net charge**: 0
**E_tot**: -9472.8209 eV
**F_max**: 1.19 eV/A

---

What did the seventh record say?
This record from the Open Molecules 2025 dataset describes 3 unconnected molecules or ions with the total composition C5H12O2 at a distorted geometry. The level of theory is the ωB97M-V functional and the def2-TZVPD basis.

Structure (XYZ):
```
19
Properties=species:S:1:pos:R:3:lowdin_charge:R:1
C -0.27853 0.74589 -2.14275 -0.05
C -0.06448 -0.33529 -1.15473 -0.37
C -0.87452 -0.54409 -0.07910 0.03
C 0.34303 -2.61530 -1.17711 -0.01
C 0.92656 -1.41863 -1.29925 -0.13
H 0.62484 0.99216 -2.44848 0.01
H -0.66896 1.71938 -1.58741 0.13
H -0.92656 0.39915 -2.94701 0.09
H -1.31999 0.14424 0.67047 0.07
H -0.62642 -1.31274 0.53040 0.01
H -0.71017 -2.70208 -1.28512 0.05
H 0.82841 -3.64440 -1.14296 0.08
H 1.95752 -1.19601 -1.39762 0.10
H -1.44615 0.95833 3.06028 0.07
H -0.88936 0.85757 4.45509 -0.03
O -1.25305 0.31842 3.82572 -0.05
H 0.80948 2.17126 1.65146 0.00
H 2.26259 2.69670 1.35747 0.06
O 1.30575 2.76543 1.11064 -0.07
```

Values from the calculation:
**SMILES**: C=CC(=C)C.O.O
**Orbital gap**: 0.33619 Eh
**Energy relative to the best compared isomer or geometry (same formula, charge and spin)**: 89.94 kcal per mole
**Net charge**: 0
**E_tot**: -9471.2355 eV
**F_max**: 4.95 eV/A

---

- Which of these has the lowest orbital gap?
  number 6